93
Properties=species:S:1:pos:R:3:lowdin_charge:R:1 method="wB97M-V/def2-TZVPD" lumo_ha=0.1398 spin_multiplicity=1 orbital_gap_ha=0.178 total_charge=-2
Cs -0.465 -1.814 0.126 1.268
O 2.880 2.880 -3.909 0.044
C 3.511 1.772 -3.401 -0.269
C 4.520 1.224 -4.183 -0.043
C 5.174 0.079 -3.754 -0.118
C 4.825 -0.507 -2.546 -0.102
C 3.835 0.069 -1.765 -0.022
C 3.163 1.213 -2.170 -0.092
C 2.081 1.805 -1.259 -0.497
O 2.191 1.459 0.014 -0.215
N 0.754 1.286 -1.821 0.033
N -0.392 1.978 -1.813 0.014
C -0.438 3.229 -2.081 -0.244
C -1.708 3.947 -2.074 -0.677
Br -3.261 2.877 -2.023 0.754
C -1.839 5.280 -2.153 -0.132
C -0.725 6.250 -2.134 -0.226
C 0.358 6.101 -1.263 -0.040
C 1.376 7.042 -1.265 -0.080
C 1.322 8.143 -2.109 -0.114
C 0.236 8.312 -2.956 -0.110
C -0.782 7.371 -2.965 -0.055
H 2.175 3.136 -3.304 0.060
H 4.759 1.703 -5.125 0.103
H 5.952 -0.356 -4.371 0.087
H 5.322 -1.410 -2.213 0.091
H 3.557 -0.344 -0.803 0.106
H 2.061 2.911 -1.422 0.121
H 0.630 0.432 -1.284 0.047
H 0.424 3.840 -2.339 0.095
H -2.830 5.705 -2.265 0.091
H 0.414 5.264 -0.573 0.088
H 2.212 6.905 -0.590 0.102
H 2.124 8.873 -2.104 0.090
H 0.186 9.173 -3.612 0.091
H -1.632 7.493 -3.628 0.105
C -3.357 1.447 4.747 -0.069
C -3.493 0.201 3.908 -0.322
C -4.754 -0.423 3.736 -0.118
C -4.914 -1.149 2.544 -0.192
C -3.805 -1.621 1.898 -0.683
Br -3.852 -1.759 -0.069 0.551
N -2.555 -1.507 2.539 -0.154
C -2.417 -0.246 3.198 -0.091
H -4.305 1.985 4.819 0.062
H -2.618 2.120 4.308 0.068
H -3.027 1.218 5.764 0.065
H -5.612 -0.113 4.320 0.067
H -5.888 -1.256 2.077 0.082
H -1.558 0.372 2.962 0.085
C 2.146 -1.583 2.495 -0.119
N 0.989 -0.804 2.903 -0.284
C 1.403 0.523 3.314 -0.105
C 0.208 -1.467 3.949 -0.183
C -0.561 -2.685 3.471 -0.167
C 0.083 -3.912 3.603 -0.080
C -0.430 -5.103 3.116 -0.112
C -1.658 -5.067 2.476 -0.100
C -2.350 -3.880 2.350 -0.061
C -1.842 -2.664 2.851 -0.251
H 2.799 -1.756 3.373 0.087
H 2.703 -1.036 1.733 0.082
H 1.866 -2.550 2.077 0.054
H 2.088 0.493 4.183 0.085
H 0.530 1.118 3.591 0.072
H 1.907 1.014 2.480 0.068
H -0.472 -0.736 4.373 0.095
H 0.875 -1.805 4.766 0.117
H 1.052 -3.906 4.093 0.104
H 0.132 -6.023 3.214 0.088
H -2.089 -5.972 2.062 0.098
H -3.308 -3.844 1.852 0.080
O 1.535 -3.276 -0.608 -0.384
N 1.225 -4.326 -1.220 -0.071
N 0.113 -4.246 -1.885 -0.293
O -0.645 -3.187 -1.939 -0.448
C -0.306 -5.427 -2.545 -0.170
C 0.544 -6.522 -2.710 -0.029
C 0.073 -7.647 -3.367 -0.111
C -1.222 -7.695 -3.866 -0.127
C -2.053 -6.597 -3.702 -0.098
C -1.605 -5.460 -3.047 -0.010
H 1.551 -6.483 -2.327 0.098
H 0.736 -8.496 -3.496 0.091
H -1.572 -8.581 -4.381 0.086
H -3.065 -6.619 -4.087 0.095
H -2.217 -4.583 -2.903 0.109
N 0.741 3.525 1.264 -0.074
N -0.553 2.956 1.526 -0.054
H 1.378 2.788 0.909 0.010
H 1.101 3.832 2.160 0.044
H -0.488 1.942 1.553 0.033
H -1.157 3.161 0.735 0.031